1.
Entry from OMol25: a structure of composition C3H4N4O in a non-equilibrium geometry (wB97M-V/def2-TZVPD).

XYZ file:
```
12
Properties=species:S:1:pos:R:3:forces:R:3
O -3.268 -1.790 0.792 0.786 -0.244 -0.267
C 1.453 -0.150 -0.165 -1.664 -3.326 1.130
H 1.867 -1.154 0.134 0.217 1.539 -0.923
H -0.799 -2.060 -0.428 0.207 -3.298 -1.687
H -1.090 1.790 0.045 -0.475 -0.593 -0.105
H 2.872 1.419 -0.354 1.630 1.126 -0.394
C 1.882 1.131 -0.390 -2.877 0.970 0.993
C 0.084 -0.001 -0.016 -3.337 -4.510 0.358
N -1.239 -1.389 0.084 3.041 7.197 1.678
N -0.257 1.261 -0.152 -0.592 0.226 0.256
N -2.314 -1.043 0.763 -0.287 0.063 -0.146
N 0.809 1.988 -0.314 3.350 0.850 -0.892
```
Forces are in eV/Å.

Its energy above the lowest of the compared OMol25 structures with the same formula, charge and spin is 145.0 kcal/mol. The value obtained for the maximum force is 7.991 eV/A. For the HOMO energy, the calculation gives -9.633 eV. As for the LUMO energy: 0.5 eV. The value obtained for the gap between HOMO and LUMO is 10.1 eV.

---

2.
Entry from OMol25: a cluster of 3 separate species, C4H13NO3 in total in a non-equilibrium geometry (wB97M-V/def2-TZVPD).

XYZ file:
```
21
Properties=species:S:1:pos:R:3:forces:R:3
H 0.371 -1.833 -0.926 -0.010 0.468 -0.593
C -1.995 0.359 -0.001 0.523 1.015 -1.490
C -0.151 1.949 0.682 0.823 -1.771 -0.650
O -1.600 -2.018 -0.319 0.342 0.180 -0.183
O 3.052 -2.355 -2.934 -0.352 0.134 -0.157
H -0.291 1.296 2.794 -0.041 -0.404 0.089
H -0.972 2.633 0.526 0.058 0.610 0.304
H 0.755 2.236 0.130 -0.571 0.641 -0.184
N -0.575 0.705 -0.010 0.048 -1.217 0.705
C -2.344 -1.107 -0.063 0.005 0.022 0.446
C 0.391 1.802 2.121 -1.174 1.235 -0.597
H 2.782 -2.801 -2.123 0.114 -0.019 0.013
H -3.389 -1.348 0.220 -0.040 0.230 -0.225
H 4.001 -2.245 -2.915 0.250 -0.120 0.164
H 1.372 1.330 2.069 -0.123 0.111 0.355
O 1.299 -1.739 -0.693 1.083 -0.461 0.950
H 0.411 2.854 2.469 0.650 -0.578 0.191
H 1.866 -1.201 -1.263 -1.087 -0.067 -0.300
H -2.365 0.808 -0.979 -0.493 -0.457 1.163
H -2.524 0.786 0.845 -0.446 0.174 0.145
H -0.095 -0.109 0.369 0.441 0.276 -0.145
```
Forces are in eV/Å.

Its energy above the lowest of the compared OMol25 structures with the same formula, charge and spin is 48.5 kcal/mol. The value obtained for the maximum force is 2.059 eV/A. Its structure (SMILES) is CCNCC=O.O.O. For the HOMO energy, the calculation gives -8.830 eV. As for the LUMO energy: 0.8 eV. The value obtained for the gap between HOMO and LUMO is 9.7 eV.

---

3.
Entry from OMol25: the ion C10H19Cl2FN with charge +1 in a non-equilibrium geometry (wB97M-V/def2-TZVPD).

XYZ file:
```
33
Properties=species:S:1:pos:R:3:forces:R:3
H 3.791 -1.919 1.558 -0.647 -0.035 -2.409
H 1.945 3.238 0.227 -2.331 -0.626 1.263
H -1.376 3.108 0.606 2.259 -0.526 -1.261
C -1.259 0.419 -0.718 2.475 -0.587 -1.254
H 1.231 1.722 1.089 -0.735 2.255 0.020
H 4.187 -2.864 -0.028 -1.563 1.885 0.790
H -1.526 -0.171 -1.715 0.747 1.203 2.115
H -3.694 -1.606 -0.140 1.503 2.014 0.892
N -2.572 0.426 0.033 -1.607 -0.805 -2.719
C 3.530 -1.982 0.407 0.265 0.051 0.363
H 3.878 -0.974 -0.093 -0.717 -2.053 0.904
Cl 1.117 -1.130 -2.302 -0.212 0.329 1.671
H -0.308 4.011 -0.657 -0.303 -2.288 1.295
H 0.423 1.595 -1.784 -1.978 0.204 1.202
H -1.325 2.274 -2.043 1.603 -1.061 1.690
H -1.685 -2.318 -1.083 1.042 0.715 2.335
F 0.799 3.682 2.016 0.493 -2.017 -2.415
H 1.821 -3.106 -0.600 -0.277 1.517 1.811
H -1.165 -2.828 0.753 -1.006 2.081 -1.579
C -1.461 -1.943 0.019 -0.054 1.492 0.154
H -3.113 -1.048 1.576 0.950 -0.157 -2.671
C 0.986 2.834 0.812 -0.239 0.429 -0.262
C 1.144 -0.933 -0.437 0.449 0.046 1.265
C 1.895 -2.249 0.193 1.021 0.045 -0.153
H 1.470 -2.529 1.254 0.540 0.472 -2.365
C -0.582 1.820 -1.228 -1.153 0.728 0.340
H 1.821 -0.001 -0.202 -1.555 -1.705 -0.602
H -2.755 1.156 0.757 0.564 -0.886 -0.441
H -3.281 0.527 -0.754 0.783 0.679 1.504
C -0.379 -0.673 0.130 -0.524 -1.918 -1.371
C -0.407 2.973 -0.077 0.698 1.045 -0.452
Cl -0.334 -0.463 2.009 0.282 0.571 -1.888
C -2.816 -1.048 0.420 -0.774 -3.096 2.225
```
Forces are in eV/Å.

The value obtained for the maximum force is 3.890 eV/A. Its structure (SMILES) is CC[C@@H](Cl)[C@]1(Cl)CC[NH2+][C@H]1CCCF. For the HOMO energy, the calculation gives -14.111 eV. As for the LUMO energy: -3.4 eV. As for the total charge: +1. The value obtained for the gap between HOMO and LUMO is 10.7 eV.

---

4.
Entry from OMol25: the molecule C6H15N in a non-equilibrium geometry (wB97M-V/def2-TZVPD).

XYZ file:
```
22
Properties=species:S:1:pos:R:3:forces:R:3
H 0.105 2.871 -0.399 -0.918 -1.037 -1.159
H 0.686 -1.759 0.929 0.833 0.182 0.947
C -2.093 -1.983 1.551 1.846 1.382 0.686
C -0.022 -1.390 0.216 2.426 0.256 -1.107
H 3.211 0.817 -0.595 -1.262 -0.250 0.501
H -1.656 -2.377 2.478 0.333 -0.321 -0.434
H -0.158 -2.309 -0.300 -0.963 -0.762 -0.874
C -1.196 -0.874 0.926 -2.659 1.683 -0.197
H -2.050 -2.686 0.741 -1.239 -0.965 0.139
H -0.910 -0.114 1.701 -0.323 -0.419 -0.863
C 2.307 1.437 -0.809 0.314 0.514 -0.657
H 0.078 2.034 -2.070 -0.711 0.210 0.943
N 0.731 -0.514 -0.746 -0.907 0.686 0.611
C 0.796 0.936 -0.440 4.316 -1.647 -1.573
H -1.265 1.571 -0.805 1.992 0.926 -0.368
H 0.886 1.049 0.573 -0.501 -0.249 2.894
H 2.589 2.437 -0.398 -0.692 -0.563 -0.014
H 2.434 1.576 -1.889 -0.451 0.007 -0.148
H -3.008 -1.537 1.931 -0.524 -0.352 -0.824
H 0.561 -0.704 -1.732 -0.287 0.054 0.474
C -0.160 1.913 -0.975 -1.553 0.951 -0.434
H -1.867 -0.394 0.110 0.930 -0.285 1.456
```
Forces are in eV/Å.

Its energy above the lowest of the compared OMol25 structures with the same formula, charge and spin is 47.0 kcal/mol. The value obtained for the maximum force is 4.880 eV/A. Its structure (SMILES) is CCCNC(C)C. For the HOMO energy, the calculation gives -8.430 eV. As for the LUMO energy: 1.1 eV. The value obtained for the gap between HOMO and LUMO is 9.6 eV.

---

5.
Entry from OMol25: the molecule C4H6N2S in a non-equilibrium geometry (wB97M-V/def2-TZVPD).

XYZ file:
```
13
Properties=species:S:1:pos:R:3:forces:R:3
C -2.636 -0.981 -0.033 1.348 1.479 0.407
H 1.821 -1.265 0.198 -0.324 -0.107 -0.268
C -1.746 0.048 0.049 -1.160 -1.298 -0.800
C 0.375 0.809 0.019 -1.076 -1.239 -0.671
H -2.229 -2.000 -0.045 -0.440 0.477 -0.100
N 1.747 0.778 -0.006 0.717 -0.722 -0.330
C 2.443 -0.404 0.007 0.714 0.375 0.801
H -2.042 1.129 0.056 0.093 -1.000 0.120
N -0.372 -0.254 -0.033 0.982 2.292 0.690
S 4.066 -0.542 -0.007 -0.390 0.204 -0.265
H -3.698 -0.770 -0.034 0.049 -0.243 0.023
H 2.286 1.630 -0.149 -0.314 -0.330 0.147
H -0.015 1.822 -0.023 -0.200 0.113 0.245
```
Forces are in eV/Å.

Its energy above the lowest of the compared OMol25 structures with the same formula, charge and spin is 35.3 kcal/mol. The value obtained for the maximum force is 2.587 eV/A. Its structure (SMILES) is C=C/N=C/NC=S. For the HOMO energy, the calculation gives -8.627 eV. As for the LUMO energy: -0.3 eV. The value obtained for the gap between HOMO and LUMO is 8.3 eV.

---

6.
Entry from OMol25: a structure of composition C42H24IMnN10O2 (wB97M-V/def2-TZVPD).

XYZ file:
```
80
Properties=species:S:1:pos:R:3:forces:R:3
Mn 0.452 -0.022 0.447 0.569 0.469 -0.615
C 5.403 -0.999 -3.610 0.036 0.016 0.074
C -3.897 2.434 4.612 0.131 0.086 0.023
C -2.597 -5.711 0.515 0.002 0.033 -0.085
O 0.240 1.490 -0.792 -0.188 -0.065 0.285
C -4.766 1.531 3.990 -0.082 -0.126 -0.116
H -5.807 1.509 4.286 0.003 0.002 0.004
C 2.174 3.511 -2.968 0.047 0.029 0.013
C 3.844 -0.722 -1.845 -0.194 -0.224 -0.317
C -0.878 -2.593 3.521 0.172 0.011 -0.125
C 1.729 3.075 -1.726 -0.145 -0.024 0.012
N 0.745 -2.439 -1.904 -0.270 -0.410 0.049
C -1.670 -4.510 2.531 0.081 -0.189 -0.087
C -1.565 -3.449 0.607 0.325 0.301 0.078
C 1.729 -1.580 -1.717 0.097 0.270 0.521
H -4.286 3.093 5.378 0.012 0.001 0.006
H -0.826 -1.805 4.265 -0.038 -0.020 0.002
C -2.977 0.745 2.649 0.204 0.193 0.102
C 4.476 -1.768 -4.315 -0.081 -0.034 -0.061
H 3.820 4.307 -4.094 0.022 -0.044 -0.003
C -0.780 1.377 2.742 0.477 0.264 0.252
C 0.338 2.484 -1.616 -0.025 -0.013 -0.257
C -2.167 -0.050 1.750 0.615 0.120 0.109
N -0.691 -1.485 -0.260 -0.105 -0.628 0.141
C 3.047 1.952 4.855 0.115 0.083 0.180
N -0.893 0.422 1.757 -0.797 -0.317 0.187
H 6.378 1.298 4.837 0.004 0.030 -0.011
N 1.792 0.778 1.627 0.336 -0.011 0.327
C 2.915 -1.495 -2.554 0.259 0.276 0.069
H -0.543 -5.215 -2.181 -0.004 0.015 -0.015
H 2.208 2.889 0.354 -0.024 -0.070 -0.014
H 4.601 2.124 6.311 -0.010 0.058 -0.014
N 1.913 -0.824 -0.598 -0.282 -0.425 -0.406
C -4.315 0.667 3.008 -0.097 -0.001 0.039
C 5.104 0.987 3.154 0.201 0.067 0.108
C 3.866 3.643 -0.766 0.002 0.006 0.033
N -1.859 -3.535 3.590 -0.274 -0.011 -0.052
C -1.888 -5.952 -0.596 -0.178 -0.262 0.115
H -1.969 -6.922 -1.072 -0.020 -0.013 0.046
H -2.664 -3.481 4.185 0.039 0.014 0.055
H -1.876 3.179 4.767 -0.020 0.007 0.006
C -2.556 2.496 4.275 -0.006 0.079 0.053
N -0.028 -2.708 2.569 -0.052 0.173 -0.028
C 5.105 -0.475 -2.362 0.078 0.068 0.099
H -1.522 -5.515 2.935 -0.012 -0.010 -0.068
H 5.826 0.108 -1.803 -0.013 0.033 -0.026
H -4.972 -0.050 2.533 -0.023 0.026 0.000
C -0.508 -3.821 1.762 -0.105 0.093 0.234
I 6.306 4.634 -2.283 -0.223 -0.051 0.065
H 2.497 -2.642 -4.320 0.018 0.014 -0.038
C 3.199 -0.340 -0.599 0.355 0.269 0.593
H 2.262 2.341 5.490 -0.004 -0.069 0.032
C 5.368 1.372 4.454 0.148 -0.112 -0.246
C -1.044 -4.964 -1.256 0.141 0.546 -0.182
H 1.496 3.480 -3.811 -0.025 -0.028 0.019
C -2.101 1.647 3.276 -0.230 -0.258 -0.184
H -3.254 -6.477 0.912 0.048 -0.058 -0.024
N 0.346 1.765 3.285 -0.405 -0.026 0.017
C 1.529 1.368 2.838 0.149 0.085 -0.071
C 4.310 4.014 -2.023 0.301 0.100 -0.087
C -1.673 -1.956 0.565 -0.381 0.025 0.182
C -0.963 -3.739 -0.725 -0.286 -0.545 0.301
H 0.312 -4.439 1.404 -0.105 -0.057 -0.102
H 4.743 -2.157 -5.289 0.004 -0.016 0.010
H -3.571 -4.024 1.438 0.019 0.016 0.024
O -0.563 2.912 -2.313 0.094 -0.037 0.076
C 3.221 -2.036 -3.792 -0.056 -0.060 -0.004
N 3.793 0.236 0.407 0.144 -0.207 -0.558
H 5.887 0.628 2.500 -0.013 -0.030 0.004
C -2.563 -4.412 1.268 -0.181 0.139 -0.116
C -0.243 -2.518 -1.039 0.446 0.713 -0.471
C 2.569 3.172 -0.625 0.052 0.036 -0.042
C 2.765 1.527 3.560 0.021 -0.086 -0.330
H 4.522 3.708 0.092 -0.003 -0.013 0.000
C 4.352 1.846 5.295 -0.252 0.111 0.058
C 3.144 0.623 1.499 -0.275 0.150 0.284
N -2.498 -1.254 1.288 0.101 -0.444 -0.104
C 3.784 1.054 2.716 -0.322 -0.030 0.008
C 3.471 3.975 -3.126 -0.056 -0.004 -0.021
H 6.377 -0.814 -4.044 -0.007 0.007 -0.012
```
Forces are in eV/Å.

As for the spin multiplicity: 5. The value obtained for the maximum force is 0.964 eV/A. For the HOMO energy (alpha / beta), the calculation gives -6.364 / -6.437 eV. As for the LUMO energy (alpha / beta): -1.8 / -1.9 eV. The value obtained for the gap between HOMO and LUMO (alpha / beta) is 4.5 / 4.5 eV.

---

7.
Entry from OMol25: the ion C13H10NS2 with charge -1 in a non-equilibrium geometry (wB97M-V/def2-TZVPD).

XYZ file:
```
26
Properties=species:S:1:pos:R:3:forces:R:3
C 1.113 2.937 -2.055 -0.807 -0.357 0.365
S -0.847 -2.201 -2.729 -0.011 0.160 -0.390
H 1.768 2.445 -2.783 -0.171 0.105 0.519
S -0.515 0.780 -2.378 -0.427 -2.364 -1.222
C -0.096 2.287 -1.680 0.186 1.330 0.653
H 0.261 -5.047 3.406 -0.045 0.069 -0.335
C -0.175 -2.289 0.646 0.038 -1.105 0.562
C 0.462 4.858 -0.726 -0.145 -0.268 -0.170
C -0.052 -4.636 1.287 0.043 0.156 0.337
C -0.216 -3.665 0.293 0.038 0.191 0.311
H -1.540 4.798 0.112 0.205 -0.010 -0.033
H -2.064 2.539 -0.827 0.495 0.152 0.160
C -0.780 4.260 -0.453 0.319 0.315 -0.050
H 0.287 -2.660 4.050 -0.009 -0.013 -0.183
C 0.157 -2.939 3.006 -0.090 -0.316 -0.588
H -0.073 -5.696 1.026 -0.015 0.273 -0.039
C 0.005 -1.966 2.032 -0.111 -0.073 -0.700
C 0.137 -4.287 2.631 -0.029 -0.002 -0.024
H 2.306 4.706 -1.851 -0.151 -0.063 0.127
N -0.284 -1.253 -0.237 -0.070 2.230 -1.759
C -0.488 -1.150 -1.504 0.241 -0.410 2.442
H 0.018 -0.920 2.321 0.005 0.004 -0.213
H 0.685 5.853 -0.336 -0.057 -0.281 -0.125
C 1.385 4.202 -1.559 -0.266 0.348 0.179
C -1.075 2.997 -0.940 0.721 -0.293 -0.285
H -0.381 -3.953 -0.750 0.113 0.222 0.461
```
Forces are in eV/Å.

The value obtained for the maximum force is 2.841 eV/A. Its structure (SMILES) is [S-]/C(=N\c1ccccc1)Sc1ccccc1. For the HOMO energy, the calculation gives -4.118 eV. As for the LUMO energy: 3.2 eV. As for the total charge: -1. The value obtained for the gap between HOMO and LUMO is 7.3 eV.